Entry 1:
{
  "formula": "C2H3I2NO2",
  "method": "ωB97M-V/def2-TZVPD",
  "de_lowest_ev": 4.658,
  "homo_lumo_gap_ev": [8.98, 5.74],
  "e_tot_ha": -878.4346,
  "mol_weight_g_mol": 326.86,
  "species": ["C", "C", "N", "O", "O", "I", "I", "H", "H", "H"],
  "coordinates": [[-0.523941, -0.692869, 0.468443], [-1.020173, 0.501132, 1.194828], [0.283987, 4.325003, 0.651564], [1.449314, 4.047976, 0.631394], [-0.672404, 3.621994, 0.832195], [-2.791609, 1.406679, 0.625392], [-0.313030, 0.785206, 3.137123], [-0.595154, -0.407433, -0.633980], [0.556090, -0.862144, 0.703680], [-1.128853, -1.638953, 0.603827]],
  "forces_ev_per_angstrom": [[0.1602, -0.0445, -1.5917], [-0.0315, -0.0352, 0.6715], [0.3489, -1.7093, 0.3061], [-0.7032, 0.7144, -0.0941], [0.6114, 1.2578, -0.1823], [-0.0104, -0.4567, 0.0737], [-0.2097, 0.0459, -0.2867], [0.1576, -0.6557, 1.1550], [-0.9381, -0.0646, -0.1189], [0.6148, 0.9479, 0.0675]],
  "lowdin_charge": [-0.33, -1.38, -0.15, 0.09, -0.06, 0.84, 0.77, 0.08, 0.06, 0.09]
}

Entry 2:
{
  "formula": "C3H9N4",
  "method": "ωB97M-V/def2-TZVPD",
  "de_lowest_ev": 2.378,
  "total_charge": 1,
  "homo_lumo_gap_ev": 9.97,
  "e_tot_ha": -338.4334,
  "mol_weight_g_mol": 101.13,
  "species": ["C", "C", "C", "N", "N", "N", "N", "H", "H", "H", "H", "H", "H", "H", "H", "H"],
  "coordinates": [[1.969183, -0.567233, -0.136357], [0.480189, 0.834742, -0.461651], [-0.116848, -0.499344, -0.919551], [1.686191, 0.677572, 0.042164], [0.988185, -1.362284, -0.599133], [0.052891, 2.080009, -0.509480], [-1.410043, -0.691379, -0.295003], [2.880759, -0.903225, 0.246163], [-0.335289, 0.545605, 1.466226], [-0.228429, -0.450340, -1.962761], [1.281804, -2.191477, -0.985654], [0.425533, 2.817202, 0.197006], [-0.727072, 2.279778, -1.112261], [-1.877549, -1.596560, -0.492125], [0.082497, 0.772291, 2.075913], [-1.210034, -0.652729, 0.686890]],
  "forces_ev_per_angstrom": [[-0.9245, -1.0766, 0.7782], [0.6114, 1.7736, -0.2346], [-1.4863, 0.7667, 0.0633], [0.6664, 0.6848, 0.3475], [1.3404, 2.4660, 1.6453], [-0.4577, 0.3897, 0.8734], [0.5041, -0.6273, -0.2906], [1.4664, -1.0505, -0.0535], [0.4848, 0.5460, 1.6682], [-0.2872, -0.1069, -1.6714], [-0.0807, -2.4720, -1.2586], [-0.6069, -1.8139, -2.0902], [-0.4643, 0.4003, 0.3787], [0.6414, 0.8608, -0.1031], [-0.7303, -0.4403, -0.6908], [-0.6770, -0.3003, 0.6381]],
  "lowdin_charge": [-0.08, -0.36, -0.29, 0.13, 0.15, 0.23, 0.10, 0.14, 0.05, 0.16, 0.13, 0.21, 0.14, 0.12, 0.13, 0.03]
}

Entry 3:
{
  "formula": "C6H14N2O2",
  "method": "ωB97M-V/def2-TZVPD",
  "de_lowest_ev": 1.491,
  "homo_lumo_gap_ev": 10.03,
  "e_tot_ha": -497.0027,
  "mol_weight_g_mol": 146.19,
  "smiles": "CNC(C)=O.CNC(C)=O",
  "species": ["C", "N", "C", "C", "O", "H", "H", "H", "H", "H", "H", "H", "C", "N", "C", "C", "O", "H", "H", "H", "H", "H", "H", "H"],
  "coordinates": [[-1.938005, -1.262576, -0.973535], [-1.590838, 0.174011, -1.182081], [-0.622881, 0.441793, -2.137505], [-0.153990, 1.890656, -2.033723], [-0.045149, -0.502189, -2.628927], [-1.774394, -1.828987, -1.887833], [-1.304461, -1.683999, -0.204847], [-3.002895, -1.274530, -0.749471], [-2.431405, 0.710226, -1.075854], [-0.970723, 2.489174, -2.428377], [0.368376, 2.142358, -1.119576], [0.690788, 2.010941, -2.727548], [-0.197939, -0.026913, 3.037204], [0.468958, 0.019540, 1.712381], [1.712513, -0.522796, 1.548685], [2.241313, -0.484656, 0.120772], [2.407010, -0.882915, 2.475473], [-0.799918, -0.945297, 3.039057], [0.559563, -0.410401, 3.724883], [-0.605742, 0.952045, 3.219289], [-0.144506, 0.256433, 0.952320], [2.695255, 0.512477, 0.071109], [2.924871, -1.306392, -0.063111], [1.514198, -0.468003, -0.688785]],
  "forces_ev_per_angstrom": [[-0.0968, 0.9009, -0.7709], [-0.8734, -1.7007, 0.0329], [0.7016, -0.1657, 2.5792], [0.9909, -0.7189, -2.5666], [0.3478, 0.6195, -0.8836], [0.0001, 0.0226, -0.0075], [-0.1128, -0.1522, 0.3308], [0.1267, -0.3621, 0.4132], [0.2982, 0.9234, -0.1385], [0.0836, 0.7042, 0.7209], [-0.9958, 0.0312, 0.7170], [-0.4364, -0.0945, -0.3497], [1.5805, -1.8198, -1.2300], [-0.3395, -0.1436, 1.1728], [-0.3440, 0.4208, -0.9987], [-0.3082, 0.5736, 0.1495], [-0.0379, -0.3041, 0.1992], [-1.1227, 0.8532, -0.0323], [0.2405, 1.1132, 0.2691], [-0.5232, -0.1468, 0.6437], [0.3375, -0.1798, -0.4806], [0.5862, -0.3672, -0.1610], [0.3092, 0.2412, 0.1448], [-0.4120, -0.2485, 0.2464]],
  "lowdin_charge": [-0.06, -0.01, -0.54, -0.01, 0.05, 0.08, 0.07, 0.08, 0.12, 0.08, 0.08, 0.08, -0.05, 0.00, -0.56, 0.01, 0.04, 0.08, 0.07, 0.08, 0.09, 0.09, 0.08, 0.05]
}

Entry 4:
{
  "formula": "C4H12N2P",
  "method": "ωB97M-V/def2-TZVPD",
  "de_lowest_ev": 3.212,
  "total_charge": 1,
  "homo_lumo_gap_ev": [7.74, 7.80],
  "e_tot_ha": -610.0914,
  "mol_weight_g_mol": 119.13,
  "species": ["C", "C", "C", "C", "N", "N", "P", "H", "H", "H", "H", "H", "H", "H", "H", "H", "H", "H", "H"],
  "coordinates": [[0.323499, -0.401853, 1.792315], [0.084349, 0.430029, -0.542452], [-0.454783, 1.773010, -0.249398], [0.308897, -0.178408, -1.928800], [-1.608374, -0.856447, 0.281339], [0.977957, -0.054663, 0.494016], [-0.805803, -1.750671, 1.376529], [1.005636, -0.756708, 2.599913], [-0.195158, 0.520165, 2.175593], [-1.460479, 2.024246, -0.671901], [0.330374, 2.657303, -0.439135], [-0.756957, 1.803817, 0.810171], [-0.226496, 0.354027, -2.753186], [0.179473, -1.287956, -1.976919], [1.313733, -0.026756, -2.204705], [-2.346917, -1.280231, -0.325125], [1.822557, 0.421477, 0.596996], [1.210949, -0.993895, 0.085563], [0.297542, -2.396488, 0.879185]],
  "forces_ev_per_angstrom": [[-0.6632, 0.9640, 2.3734], [-3.1791, -1.0789, -0.5601], [-0.0951, 2.2206, 0.3443], [-0.8372, 0.2767, 0.2257], [1.0128, 1.1610, -1.6859], [-1.0818, -3.1795, -1.4706], [-1.6741, 0.2775, 1.6825], [0.1471, 0.4683, -1.0011], [0.4859, -1.0561, -0.3808], [1.2246, -0.3924, -0.5532], [-1.6801, -1.9143, 0.2323], [0.6256, 0.1301, -0.1875], [-0.1144, -0.5897, 1.0483], [-0.3007, 0.9160, 0.2218], [1.7255, 0.2825, -0.2811], [1.1801, 0.5527, 0.2909], [1.8033, 1.5372, 0.1785], [0.4631, 0.5115, 0.6390], [0.9578, -1.0874, -1.1167]],
  "lowdin_charge": [-0.35, -0.30, -0.05, -0.02, -0.22, 0.00, 0.81, 0.11, 0.10, 0.11, 0.16, 0.07, 0.12, 0.11, 0.07, 0.05, 0.17, 0.14, -0.08]
}

Entry 5:
{
  "formula": "C3H4O2",
  "method": "ωB97M-V/def2-TZVPD",
  "de_lowest_ev": 2.715,
  "homo_lumo_gap_ev": 10.14,
  "e_tot_ha": -267.0930,
  "mol_weight_g_mol": 72.06,
  "smiles": "C=COC=O",
  "species": ["C", "C", "O", "C", "O", "H", "H", "H", "H"],
  "coordinates": [[-1.514897, -0.715275, -0.022905], [-0.972610, 0.488460, 0.126324], [0.207522, 1.119471, -0.127244], [1.307833, 0.107505, -0.042860], [1.032942, -1.026831, 0.069169], [-0.808299, -1.480300, -0.238830], [-2.715667, -0.513129, -0.312834], [-1.628644, 1.270014, 0.519324], [2.306939, 0.698156, 0.133589]],
  "forces_ev_per_angstrom": [[-2.3781, 1.6091, -1.3555], [-2.4054, 2.3300, 0.3553], [3.3106, -3.1610, 0.7365], [-0.6360, 3.6348, 0.9777], [1.5480, -0.5440, -0.1857], [-1.0140, -1.1475, -0.6661], [3.3431, -1.5597, 1.5637], [-0.1119, 0.0646, -0.6178], [-1.6563, -1.2264, -0.8083]],
  "lowdin_charge": [0.00, -0.29, -0.03, -0.21, 0.09, 0.02, 0.14, 0.11, 0.18]
}

Entry 6:
{
  "formula": "C5H4OS2",
  "method": "ωB97M-V/def2-TZVPD",
  "de_lowest_ev": 3.358,
  "homo_lumo_gap_ev": 8.47,
  "e_tot_ha": -1064.3818,
  "mol_weight_g_mol": 144.22,
  "species": ["C", "C", "C", "C", "C", "O", "S", "S", "H", "H", "H", "H"],
  "coordinates": [[-2.856928, 0.439315, -0.394807], [-1.661756, 0.388454, -0.151441], [0.767901, 1.059811, -0.442012], [-0.317924, 0.145824, -0.000198], [0.146428, -1.198208, 0.374240], [2.913891, 0.887229, 0.951552], [1.832110, -1.599842, -0.256220], [2.489758, 0.432570, -0.376759], [-3.889822, 0.387935, -0.653765], [0.793583, 2.190680, -0.519776], [0.470864, -1.300615, 1.485787], [-0.688100, -1.833152, -0.016599]],
  "forces_ev_per_angstrom": [[1.8715, -0.2620, 0.3631], [-3.6603, 0.5616, -0.3811], [-2.7412, -2.0539, 1.4585], [6.6226, 3.9984, -1.9231], [0.5919, -1.1501, 1.3991], [0.6349, 0.1894, 0.2486], [-0.5719, 0.4434, -0.8960], [-1.5332, -0.0930, 0.5034], [0.0546, 0.2035, 0.1052], [-0.6470, -1.5897, -0.1698], [-1.8762, 0.2287, -1.5037], [1.2544, -0.4762, 0.7958]],
  "lowdin_charge": [0.17, -0.13, -0.19, -0.37, -0.50, -0.57, 0.61, 0.62, 0.04, 0.10, 0.11, 0.11]
}

Entry 7:
{
  "formula": "C25H30ClN2O7Rh",
  "method": "ωB97M-V/def2-TZVPD",
  "de_lowest_ev": 2.479,
  "total_charge": 2,
  "homo_lumo_gap_ev": [4.00, 4.65],
  "e_tot_ha": -2176.9267,
  "mol_weight_g_mol": 608.88,
  "species": ["Rh", "C", "C", "C", "O", "C", "H", "H", "H", "H", "H", "H", "H", "H", "C", "C", "N", "C", "C", "N", "C", "C", "H", "H", "H", "H", "H", "H", "H", "H", "H", "H", "H", "H", "H", "Cl", "C", "C", "C", "C", "C", "C", "C", "O", "O", "H", "H", "H", "H", "O", "C", "O", "C", "C", "C", "C", "O", "C", "O", "C", "C", "H", "H", "H", "H", "H"],
  "coordinates": [[-0.185644, -0.454898, -0.782177], [4.100052, -1.647439, -0.849332], [4.441008, -0.156396, -0.812519], [3.124427, 0.457406, -0.366715], [2.095585, -0.361508, -0.966923], [2.675722, -1.639743, -1.379077], [4.138103, -2.071863, 0.154179], [4.766328, -2.216171, -1.492623], [4.702332, 0.192737, -1.812053], [5.252284, 0.083028, -0.129908], [3.005886, 1.484870, -0.716054], [3.020505, 0.432847, 0.722399], [2.638137, -1.682709, -2.468901], [2.076700, -2.448735, -0.972164], [0.263089, 3.924021, -2.323789], [0.299201, 2.396537, -2.086678], [-0.381851, 2.057020, -0.822708], [-1.754727, 2.584311, -0.855535], [-1.723115, 4.131491, -0.902687], [-0.300572, 4.560980, -1.095894], [0.505442, 4.175334, 0.101291], [0.324840, 2.655034, 0.320440], [-0.373664, 4.186922, -3.166849], [1.256079, 4.329999, -2.508173], [1.325688, 2.033998, -2.045213], [-0.203814, 1.875840, -2.900517], [-2.285382, 2.241996, 0.031683], [-2.271884, 2.168735, -1.718442], [-2.085393, 4.569858, 0.025913], [-2.325850, 4.521821, -1.720418], [-0.269431, 5.575267, -1.206036], [0.151351, 4.742229, 0.960269], [1.545605, 4.443897, -0.077121], [-0.267770, 2.467117, 1.215601], [1.289672, 2.170202, 0.455910], [-1.547392, -8.758717, -1.727990], [-1.180311, -7.095593, -1.594392], [-0.184113, -6.681177, -0.708264], [0.064592, -5.335952, -0.550444], [-0.652928, -4.404742, -1.306074], [-1.622697, -4.828029, -2.218426], [-1.893753, -6.171646, -2.356894], [-0.407821, -2.973045, -1.145476], [-0.527201, -2.158702, -2.108567], [-0.047214, -2.489555, -0.021109], [0.374927, -7.421517, -0.154538], [0.819373, -4.995801, 0.146749], [-2.162025, -4.089059, -2.795514], [-2.649793, -6.515891, -3.047569], [-3.987901, -1.087844, 0.522896], [-2.937771, -0.504744, 0.530824], [-2.177355, -0.213314, -0.494672], [-2.417688, 0.099458, 1.848109], [-3.320246, 0.695780, 2.712130], [-2.887279, 1.319815, 3.886036], [-1.535285, 1.318335, 4.140430], [-0.860497, 1.871647, 5.180729], [0.514038, 1.567826, 4.992389], [0.640025, 0.884836, 3.740877], [-0.627138, 0.711128, 3.271316], [-1.042002, 0.077542, 2.123728], [-4.374054, 0.667813, 2.472988], [-3.581068, 1.772840, 4.579994], [0.874155, 0.926338, 5.800717], [1.097998, 2.491019, 4.971762], [-0.330544, -0.463069, 1.499088]],
  "forces_ev_per_angstrom": [[-1.0532, -1.6618, 1.4972], [-0.0936, 0.2014, 0.0648], [-0.1805, -0.1345, -0.1039], [0.2390, 0.2958, 0.3147], [-1.0119, -0.4640, -0.2984], [0.2985, -0.4256, -0.3030], [-0.0091, -0.0204, -0.0074], [-0.0017, -0.0194, -0.0011], [0.0294, 0.0526, 0.0226], [0.0036, 0.0234, 0.0066], [-0.0521, -0.0550, -0.0354], [-0.0594, -0.0421, -0.0289], [-0.0097, 0.0915, 0.0333], [0.0099, 0.0968, 0.0667], [0.1113, -0.2278, -0.3412], [0.0668, 0.1594, -0.0586], [0.2982, -1.0192, -0.4320], [-0.2401, -0.0855, 0.0158], [-0.3195, -0.2394, 0.0825], [-0.0284, 0.2136, -0.0149], [0.2252, -0.2092, 0.2928], [-0.0029, 0.0832, 0.1869], [-0.0494, 0.0701, 0.0795], [-0.0298, 0.0757, 0.0956], [-0.0372, 0.0110, 0.0341], [0.0058, 0.0518, -0.0067], [0.0530, -0.0017, -0.0281], [0.0396, 0.0056, 0.0082], [0.1074, 0.0569, -0.0031], [0.1172, 0.0555, -0.0417], [-0.0144, -0.0117, 0.0065], [-0.0606, 0.0634, -0.0852], [-0.0483, 0.0582, -0.1375], [0.0156, -0.0552, -0.0424], [-0.0251, 0.0574, -0.0155], [0.0282, -0.0961, -0.0495], [0.0263, 0.2861, 0.0516], [-0.0710, -0.1029, -0.0275], [0.0645, 0.1497, 0.0491], [-0.0062, 0.3213, -0.0923], [0.0667, 0.1400, -0.0585], [0.0091, -0.0907, -0.0153], [-0.2100, -1.4273, 0.0217], [0.1821, 2.0648, 0.4396], [-0.1293, 2.4470, -0.3770], [-0.0204, 0.0123, 0.0509], [0.0061, -0.0512, 0.0239], [-0.0673, -0.0593, -0.0314], [-0.0256, -0.0079, 0.0204], [0.3233, 0.2478, -0.8949], [-0.0793, -0.0184, 2.9778], [1.5278, -0.6569, -2.3581], [-0.2422, -0.3554, -0.7869], [0.1395, -0.1233, -0.0140], [0.1971, 0.0814, 0.2428], [0.0683, -0.1945, -0.3777], [-0.1802, 0.0699, 0.0422], [0.3227, 0.0540, 0.4210], [0.0301, -0.1177, -0.2944], [-0.1278, 0.1609, 0.1578], [0.0384, 0.3994, 0.0956], [-0.0099, -0.0501, -0.0160], [-0.0205, 0.0424, -0.0287], [-0.1292, -0.0560, -0.0770], [-0.0884, -0.0228, -0.1092], [0.0836, -0.0977, 0.1912]],
  "lowdin_charge": [1.30, -0.13, -0.13, -0.18, -0.27, -0.15, 0.13, 0.13, 0.13, 0.13, 0.10, 0.13, 0.14, 0.10, -0.04, -0.12, -0.18, -0.11, -0.03, -0.08, -0.04, -0.11, 0.15, 0.15, 0.11, 0.14, 0.12, 0.14, 0.15, 0.15, 0.20, 0.15, 0.14, 0.12, 0.11, 0.77, -0.64, -0.07, 0.00, -0.14, 0.01, -0.06, -0.54, 0.05, 0.01, 0.12, 0.13, 0.13, 0.12, 0.16, -0.55, -0.16, -0.14, 0.00, 0.05, -0.20, 0.06, -0.11, 0.03, -0.22, 0.02, 0.13, 0.13, 0.15, 0.14, 0.09]
}